1.
15
Properties=species:S:1:pos:R:3:forces:R:3:nbo_charge:R:1 method="wB97M-V/def2-TZVPD" charge=0 homo_lumo_gap_ev=9.6 e_tot_ev=-152241.24632 e_lumo_ev=-0.30 multiplicity=1
C 0.384 -0.017 -2.479 0.3 -1.6 -2.9 -0.260
C -0.313 -0.827 -1.682 -0.3 1.9 0.6 -0.749
Si -1.042 -0.419 0.016 -0.3 1.9 1.8 1.409
Br -2.828 -1.744 0.294 0.4 0.3 -0.2 -0.291
Br -1.933 2.044 0.154 0.7 -2.2 -0.4 -0.445
C -0.030 -0.292 1.746 0.1 2.1 -2.8 -0.807
C 1.224 0.673 1.390 -2.3 -0.3 1.1 -0.639
H 0.652 -0.357 -3.580 -0.8 0.4 2.3 0.197
H 0.709 0.978 -2.359 0.5 0.9 1.0 0.206
H -0.811 -1.602 -2.198 -0.1 -1.4 -0.1 0.244
H -0.657 0.155 2.517 -0.2 0.1 -0.3 0.247
H 0.246 -1.254 2.067 0.6 -1.3 0.3 0.222
H 1.877 0.082 0.752 0.2 0.7 -0.4 0.211
H 0.797 1.666 1.041 0.8 -1.4 -0.2 0.238
H 1.725 0.914 2.322 0.3 -0.1 0.1 0.218

2.
72
Properties=species:S:1:pos:R:3:forces:R:3:lowdin_spin:R:1 method="wB97M-V/def2-TZVPD" charge=0 homo_lumo_gap_ev="7.0 / 5.0" s2=8.79 e_tot_ev=-323853.64228 e_lumo_ev="-0.16 / -2.12" multiplicity=6
Ir 0.790 -0.049 -0.924 -0.1 -0.5 0.4 1.257
Se 3.136 -1.560 3.725 -0.3 0.5 -0.1 0.298
Sb 3.131 0.396 2.175 0.6 -0.2 0.1 0.088
Se 0.604 0.662 1.908 -0.1 -0.1 -0.2 0.918
Se 3.070 -0.343 -1.152 -0.8 0.1 0.0 1.231
Se 3.715 2.441 3.541 -0.1 -0.1 0.1 0.905
N 0.223 -0.181 -3.414 0.2 -0.2 -0.1 0.104
C -0.887 0.677 -3.823 -0.3 0.1 0.0 0.008
C -2.240 0.116 -3.377 0.3 0.1 0.2 0.000
C -2.273 -0.475 -1.967 -0.2 -0.2 -0.4 0.001
N -1.521 0.323 -0.992 0.3 -0.1 0.5 0.010
H 1.084 0.169 -3.823 0.0 -0.1 0.1 0.003
H 0.084 -1.129 -3.752 0.1 0.0 0.0 0.002
H -0.926 0.813 -4.914 0.1 0.1 0.2 0.004
H -0.717 1.659 -3.374 0.0 -0.1 0.0 0.001
H -2.546 -0.679 -4.060 -0.1 0.1 0.0 0.000
H -2.968 0.926 -3.452 -0.1 0.0 -0.1 0.000
H -1.839 -1.479 -1.977 -0.1 0.1 0.1 0.000
H -3.327 -0.574 -1.670 0.2 0.0 0.0 0.000
H -1.797 0.040 -0.052 0.1 0.1 -0.1 0.001
H -1.765 1.310 -1.074 0.3 0.0 0.0 0.001
C -0.320 9.123 0.579 -0.3 0.1 0.3 0.000
C -0.303 9.819 -0.745 0.2 -0.5 0.0 0.000
O -0.789 10.886 -0.984 -0.1 0.3 0.1 0.000
S 0.622 8.998 -2.042 0.1 -0.2 -0.2 0.000
C 0.694 7.275 -1.551 0.0 0.6 -0.2 0.001
C 1.856 6.729 -1.024 -0.1 0.1 -0.1 0.000
C 1.935 5.368 -0.796 -0.1 0.0 0.0 0.001
C 0.853 4.541 -1.104 0.0 0.3 0.0 0.000
C -0.325 5.110 -1.600 0.0 0.0 0.0 0.001
C -0.403 6.467 -1.825 0.0 0.0 0.0 0.000
C 0.932 3.134 -0.984 0.0 -0.7 -0.1 0.014
C 0.941 1.920 -1.015 0.0 0.0 -0.1 0.041
H -1.141 9.508 1.177 0.0 0.0 0.0 0.000
H 0.617 9.356 1.085 0.1 0.0 0.0 0.000
H -0.392 8.044 0.475 0.0 0.0 0.1 0.000
H 2.698 7.371 -0.814 0.1 0.0 0.0 0.000
H 2.842 4.936 -0.399 0.0 -0.1 0.0 0.000
H -1.168 4.471 -1.831 0.0 0.0 0.0 0.000
H -1.302 6.908 -2.233 0.0 0.0 0.0 0.000
C -3.629 -4.433 1.635 0.2 0.0 0.2 0.000
C -2.862 -4.074 2.904 -0.1 0.2 0.0 0.000
C -2.535 -2.584 3.008 0.2 -0.3 -0.1 0.000
C -1.614 -2.083 1.903 -0.5 0.4 0.0 0.010
N -0.293 -2.647 2.040 0.2 -0.1 0.3 0.011
C 0.576 -2.849 1.048 0.5 -0.3 0.5 0.006
S 0.154 -2.503 -0.573 -0.1 0.5 -1.1 0.027
N 1.746 -3.396 1.346 -0.5 0.1 0.2 0.006
C 2.774 -3.760 0.400 0.1 -0.1 -0.6 0.016
C 2.562 -5.146 -0.213 0.2 0.0 0.3 0.002
C 2.760 -6.303 0.767 -0.2 0.1 -0.2 0.001
C 1.591 -6.497 1.726 0.2 -0.1 0.0 0.000
H -3.954 -5.468 1.683 -0.1 -0.1 -0.1 0.000
H -3.008 -4.318 0.751 0.0 0.0 -0.2 0.000
H -4.511 -3.803 1.528 -0.1 0.1 -0.1 0.000
H -1.939 -4.658 2.946 0.0 0.0 0.1 0.000
H -3.468 -4.347 3.770 0.1 -0.1 0.1 0.000
H -2.064 -2.375 3.972 -0.1 0.1 0.1 0.000
H -3.460 -2.007 2.960 0.0 0.1 0.1 0.000
H -1.549 -0.985 1.966 -0.1 -0.2 -0.1 0.008
H -2.000 -2.359 0.920 0.1 0.1 0.1 0.000
H 0.059 -2.705 2.990 0.1 0.0 -0.1 0.000
H 1.973 -3.526 2.327 0.0 0.3 -0.1 0.001
H 3.731 -3.722 0.925 -0.1 0.1 0.0 0.000
H 2.789 -3.017 -0.404 0.0 -0.1 0.2 0.023
H 3.280 -5.245 -1.028 0.0 0.0 -0.1 0.000
H 1.561 -5.196 -0.645 0.0 0.0 -0.1 0.001
H 3.680 -6.144 1.333 0.1 -0.1 0.0 0.000
H 2.888 -7.219 0.186 0.1 0.0 0.0 0.000
H 1.552 -5.708 2.472 -0.1 0.0 0.1 0.000
H 1.684 -7.446 2.247 0.0 -0.1 0.1 0.000
H 0.650 -6.503 1.180 -0.2 0.0 0.0 0.000

3.
94
Properties=species:S:1:pos:R:3:forces:R:3:lowdin_spin:R:1 method="wB97M-V/def2-TZVPD" charge=+1 homo_lumo_gap_ev="5.5 / 5.2" s2=3.87 e_tot_ev=-78133.15237 e_lumo_ev="-4.38 / -5.32" multiplicity=4
Tc 0.982 1.130 1.130 1.2 -2.0 -2.4 1.317
C -0.294 1.337 -5.406 0.8 0.9 -1.7 0.014
C 0.330 0.064 -5.522 -0.3 0.6 -0.6 0.018
C 0.967 -0.441 -4.392 0.6 -1.3 -0.1 0.018
C 0.893 0.257 -3.176 -0.2 -1.6 0.4 0.013
C 1.383 0.026 -1.781 0.7 -0.3 0.9 0.105
N 0.978 1.022 -0.958 -1.8 -0.5 -0.8 -0.002
C 0.039 1.776 -1.678 2.0 -0.5 -0.7 0.120
N -0.602 2.807 -1.301 -0.8 1.4 1.2 -0.027
C -0.539 3.368 -0.080 1.7 -2.5 -0.7 0.163
C -1.202 4.515 0.236 -1.6 4.1 4.0 0.015
C -2.103 5.375 -0.398 0.4 -1.6 -1.9 0.054
C -2.796 6.356 0.259 1.0 0.0 1.4 0.017
C -2.451 6.537 1.610 -1.9 2.6 1.4 0.062
C -1.466 5.894 2.309 1.4 -1.5 0.2 0.029
C -0.896 4.837 1.621 1.3 -1.1 -1.0 0.045
C 0.097 3.809 2.061 -0.9 0.5 0.0 0.184
N 0.653 3.765 3.307 -1.1 -1.3 -1.8 -0.040
C 1.321 2.675 3.658 -0.2 0.8 -2.7 0.139
N 1.778 1.628 2.810 -0.2 0.4 2.8 0.010
C 2.675 0.870 3.542 -0.1 1.1 -1.7 0.110
N 3.446 -0.097 3.079 0.1 -0.8 1.6 -0.007
C 3.255 -0.764 1.989 -1.1 0.8 -2.7 0.086
N 2.319 -0.363 1.003 1.3 -1.4 0.2 -0.020
C 2.531 -1.154 -0.140 1.3 0.3 3.0 0.062
N 2.177 -0.990 -1.338 -1.7 0.8 -3.2 -0.015
C 3.524 -2.184 0.211 0.3 0.3 -0.6 0.012
C 4.081 -3.133 -0.615 0.4 0.0 1.3 0.011
C 5.050 -3.930 0.000 1.3 -1.4 -1.4 0.017
C 5.428 -3.768 1.319 0.8 -0.6 0.9 0.010
C 5.021 -2.675 2.044 -0.7 -0.2 0.3 0.016
C 4.043 -1.905 1.454 -0.8 0.9 1.3 0.008
C 2.800 1.469 4.833 2.4 0.0 2.3 0.028
C 3.802 1.256 5.867 -2.4 1.1 -1.9 0.022
C 3.695 2.111 6.935 0.9 -0.8 0.8 0.031
C 2.691 3.032 7.114 0.0 0.0 1.2 0.015
C 1.759 3.206 6.133 -0.7 2.7 -0.5 0.035
C 1.924 2.550 4.897 0.6 -1.0 3.6 0.015
N 0.192 2.898 1.023 -0.9 1.7 0.1 -0.006
C 0.060 1.336 -3.074 0.2 1.4 0.5 0.010
C -0.370 2.005 -4.198 -1.3 1.8 -0.9 0.019
H -0.538 1.986 -6.311 0.1 -1.5 1.1 0.000
H 0.345 -0.455 -6.532 0.1 0.6 1.6 0.000
H 1.473 -1.428 -4.467 -0.2 0.9 0.2 0.000
H -2.192 5.110 -1.445 -0.6 0.5 -0.2 0.002
H -3.501 7.042 -0.184 -0.1 -0.3 -0.2 0.000
H -3.010 7.294 2.234 0.5 -0.6 -1.1 0.002
H -1.083 6.086 3.340 -0.9 0.1 -0.9 0.000
H 3.731 -3.140 -1.615 0.0 -0.6 -0.9 0.000
H 5.695 -4.697 -0.519 -1.4 0.7 0.1 0.001
H 6.050 -4.519 1.856 -0.2 0.7 -0.9 0.000
H 5.367 -2.542 3.051 0.0 0.3 0.3 0.001
H 4.604 0.584 5.697 0.4 -0.7 0.1 0.000
H 4.357 2.091 7.777 0.8 -0.5 0.0 0.001
H 2.738 3.559 8.106 -0.6 -0.3 -1.4 0.000
H 1.093 4.085 6.313 0.1 -1.1 -0.7 0.001
H -0.738 3.101 -4.251 0.4 -2.2 0.7 0.000
N -2.995 0.822 -1.233 -0.7 0.7 1.5 0.004
C -2.886 -0.038 -2.266 0.1 1.6 -1.1 0.001
N -3.576 0.330 -3.388 0.2 -0.5 0.9 0.000
C -3.216 -0.361 -4.461 -0.8 0.7 0.0 0.000
N -3.777 -0.091 -5.678 0.3 0.0 2.1 0.000
N -2.316 -1.327 -4.465 1.0 -1.4 -0.4 0.000
C -1.767 -1.661 -3.310 -0.3 0.2 0.1 0.000
N -1.976 -1.004 -2.179 -0.1 -0.5 0.5 0.002
C -0.921 -2.907 -3.269 -0.4 1.5 2.1 0.000
C -0.843 -3.698 -4.326 -0.6 -1.2 -3.2 0.000
C -0.200 -4.923 -4.229 0.2 -1.1 -1.6 0.000
C 0.290 -5.349 -3.032 0.9 0.6 0.7 0.000
C 0.231 -4.404 -1.990 1.0 -1.3 0.5 0.000
N -0.340 -3.254 -2.113 -0.6 1.7 0.7 0.000
H -3.742 1.513 -1.216 0.3 -0.4 -0.6 0.000
H -2.615 0.669 -0.293 0.1 -0.6 -0.9 0.002
H -4.553 0.531 -5.748 0.0 0.3 -0.3 0.000
H -3.251 -0.498 -6.399 0.0 -0.3 -1.4 0.000
H -1.344 -3.412 -5.264 0.4 -0.1 0.5 0.000
H -0.073 -5.526 -5.153 -0.2 0.3 0.8 0.000
H 0.881 -6.249 -2.888 -0.4 -0.1 -0.2 0.000
H 0.738 -4.598 -1.021 -0.5 0.0 -0.6 0.000
C -2.035 -3.798 1.075 -0.3 -0.1 2.0 0.006
Si -2.753 -2.134 1.629 1.1 -0.9 -0.6 0.032
C -3.215 -2.193 3.388 1.5 1.1 0.8 0.006
C -4.161 -1.817 0.522 -3.2 0.7 1.8 0.004
C -1.425 -0.843 1.435 -1.9 -1.8 0.3 0.217
C -0.478 -0.106 1.381 1.3 1.7 -0.1 0.000
H -2.784 -4.624 1.027 0.5 0.7 0.1 0.001
H -1.183 -4.092 1.754 -0.8 0.2 -0.9 0.000
H -1.704 -3.555 0.107 0.8 -0.1 -1.4 0.000
H -4.000 -2.863 3.518 -1.8 -1.1 0.2 0.001
H -3.517 -1.183 3.721 0.3 -0.6 0.3 0.000
H -2.391 -2.652 3.988 -0.4 0.9 -0.3 0.000
H -4.919 -2.636 0.799 0.9 1.1 -0.4 0.000
H -4.019 -1.900 -0.507 0.7 -0.3 -1.8 0.000
H -4.730 -0.829 0.651 0.8 -1.3 0.1 0.000

What are the largest force on an atom values for these records? In order: 3.49 1.16 5.98 eV Å⁻¹.
What are the ΔE to the lowest compared entry with this formula, charge and spin values for these records? In order: 14.94 18.20 0.10 kcal per mole.